{
  "formula": "C7H8O4",
  "method": "ωB97M-V/def2-TZVPD",
  "symbols": ["C", "C", "C", "C", "C", "C", "C", "H", "H", "H", "H", "H", "H", "H", "H", "O", "O", "O", "O"],
  "coordinates": [[0.610, -0.560, 2.146], [0.259, -0.255, 0.734], [0.785, 0.780, 0.090], [0.738, 0.974, -1.377], [-0.624, 0.400, -1.751], [-1.268, -0.752, -1.156], [-0.723, -1.160, 0.190], [0.041, -2.320, 2.132], [-0.261, -0.177, 2.785], [1.522, -0.011, 2.512], [1.389, 1.572, 0.540], [1.493, 0.445, -2.035], [0.140, 2.805, -1.048], [-0.687, 0.572, -2.819], [-2.021, -1.376, -1.521], [0.868, -1.926, 2.382], [0.684, 2.338, -1.737], [-1.747, 0.689, -0.955], [-1.199, -2.038, 0.887]],
  "energy_ev": -15575.633,
  "spin_multiplicity": 1,
  "lumo_ev": -0.59,
  "homo_lumo_gap_ev": 9.27,
  "smiles": "O=C1C(CO)=C[C@H](O)[C@@H]2O[C@H]12"
}